No. 1
C4H8O2 in the gas phase, computed with ωB97M-V/def2-TZVPD.

Geometry as XYZ:
```
14
Properties=species:S:1:pos:R:3:forces:R:3:mulliken_charge:R:1
C 1.218 -1.287 -1.585 0.084 -0.227 -0.170 -0.678
O 0.858 -0.072 -0.974 -0.065 0.043 -0.035 -0.314
C 0.267 -0.274 0.287 -0.275 0.202 0.155 -0.475
C -0.244 1.071 0.805 0.347 -0.786 -0.068 0.150
C -1.656 1.305 1.059 -0.341 0.200 -0.374 -0.464
O -0.773 1.004 2.128 0.113 0.018 -0.002 -0.433
H 1.946 -1.850 -0.979 -0.124 0.132 -0.060 0.285
H 0.337 -1.929 -1.751 0.130 0.119 0.046 0.292
H 1.669 -1.054 -2.552 -0.068 -0.010 0.165 0.247
H 0.994 -0.743 0.979 -0.179 0.382 -0.048 0.279
H -0.583 -0.974 0.210 0.098 0.107 0.015 0.275
H 0.354 1.937 0.562 0.364 0.038 0.142 0.363
H -2.363 0.536 0.762 -0.059 -0.014 0.240 0.225
H -2.024 2.331 1.050 -0.024 -0.204 -0.007 0.247
```
Forces are in eV/Å.

Properties
Orbital gap, eV: 11.13
SMILES string: COC[C@H]1CO1
E_HOMO, hartree: -0.371



No. 2
2 unconnected molecules or ions with the total composition C4H8O2, computed with ωB97M-V/def2-TZVPD.

Geometry as XYZ:
```
14
Properties=species:S:1:pos:R:3:forces:R:3:mulliken_charge:R:1
C 2.976 0.482 1.120 -0.771 -0.176 -0.249 -0.098
C 2.084 0.194 0.362 0.992 0.547 -6.035 -0.224
O 1.849 0.222 -1.253 0.449 -0.163 4.551 -0.477
H 3.926 0.795 1.449 0.197 0.027 0.749 0.393
H 1.293 -0.544 -1.471 0.339 0.113 0.489 0.323
C -2.281 -0.054 0.094 0.148 0.444 -0.077 -1.240
C -0.907 0.016 -0.509 3.735 1.015 0.502 -0.042
O 0.193 -0.536 0.431 -2.132 -0.525 -0.694 -0.509
H -2.341 0.452 1.057 -0.004 0.087 -0.057 0.364
H -2.983 0.413 -0.598 -0.076 0.039 0.091 0.349
H -2.592 -1.094 0.224 0.141 0.061 -0.032 0.317
H -0.840 -0.571 -1.427 -0.135 -0.376 0.219 0.222
H -0.271 0.977 -0.804 -2.576 -1.243 0.719 0.332
H -0.107 -0.751 1.324 -0.307 0.150 -0.175 0.292
```
Forces are in eV/Å.

Properties
Orbital gap, eV: 9.43
SMILES string: C#CO.CCO
E_HOMO, hartree: -0.325



No. 3
3 unconnected molecules or ions with the total composition C4H8O2, computed with ωB97M-V/def2-TZVPD.

Geometry as XYZ:
```
14
Properties=species:S:1:pos:R:3:forces:R:3:mulliken_charge:R:1
O -1.151 -1.965 -0.491 -0.052 -0.311 -0.646 -0.504
C -0.552 -0.812 -0.173 1.280 -0.049 -1.502 0.125
C 0.566 -0.584 0.571 0.002 -0.359 0.705 -0.747
C 0.574 0.886 0.174 -0.475 0.212 0.087 0.530
O 1.715 1.427 -0.428 0.334 -0.098 -0.010 -0.530
C -0.536 0.522 -0.832 -0.312 0.095 -0.507 -0.847
H -0.947 -2.108 -1.437 -0.569 -0.149 0.441 0.364
H -1.816 -0.170 1.554 0.719 -0.054 1.214 0.045
H 1.394 -1.270 0.520 0.340 -0.201 1.052 0.336
H -0.289 -0.522 2.044 -0.779 0.237 -0.797 0.044
H 0.193 1.528 0.976 0.099 -0.032 -0.102 0.302
H 2.380 1.556 0.259 -0.039 0.041 -0.124 0.315
H -0.105 0.389 -1.838 -0.028 0.296 0.152 0.289
H -1.426 1.122 -0.900 -0.519 0.371 0.037 0.279
```
Forces are in eV/Å.

Properties
Orbital gap (alpha / beta), eV: 6.49 / 8.84
E_HOMO (alpha / beta), hartree: -0.266 / -0.323



No. 4
C4H8O2 in the gas phase, computed with ωB97M-V/def2-TZVPD.

Geometry as XYZ:
```
14
Properties=species:S:1:pos:R:3:forces:R:3:mulliken_charge:R:1
C -1.067 -1.116 0.374 0.034 -0.097 -0.020 -1.271
C -0.204 0.143 0.187 -0.117 0.047 0.005 0.710
C -0.922 1.168 -0.656 -0.189 -0.005 -0.221 -0.350
O -1.767 0.899 -1.474 0.159 0.220 0.367 -0.486
C 1.182 0.049 -0.538 -0.165 -0.125 -0.239 -0.725
O 2.223 0.686 0.171 0.179 -0.198 0.349 -0.518
H -2.122 -0.849 0.248 0.199 -0.061 0.015 0.304
H -0.960 -1.535 1.381 0.151 0.047 -0.203 0.355
H -0.864 -1.910 -0.350 0.092 0.176 0.028 0.309
H 0.013 0.588 1.165 -0.060 0.040 -0.162 0.293
H -0.533 2.201 -0.543 -0.102 -0.001 -0.098 0.415
H 1.431 -0.988 -0.791 -0.099 0.011 0.167 0.304
H 1.147 0.595 -1.489 -0.069 -0.199 0.110 0.344
H 2.455 0.139 0.931 -0.012 0.145 -0.098 0.316
```
Forces are in eV/Å.

Properties
Orbital gap, eV: 10.56
SMILES string: C[C@H](C=O)CO
E_HOMO, hartree: -0.359



No. 5
C4H8O2 in the gas phase, computed with ωB97M-V/def2-TZVPD.

Geometry as XYZ:
```
14
Properties=species:S:1:pos:R:3:forces:R:3:mulliken_charge:R:1
O 0.648 -1.203 -1.310 0.118 -0.184 0.093 -0.547
C 0.439 0.131 -0.872 -0.005 0.307 0.025 -0.033
C -1.016 0.349 -0.445 -0.042 0.005 -0.010 -0.441
C -0.973 -0.264 0.948 -0.269 -0.126 -0.054 -0.498
O 0.270 0.166 1.496 0.041 -0.038 0.118 -0.377
C 1.174 0.455 0.433 0.225 0.058 -0.206 -0.591
H 0.895 -1.749 -0.554 -0.068 0.050 -0.117 0.355
H 0.752 0.773 -1.700 -0.070 -0.019 0.161 0.353
H -1.719 -0.131 -1.128 0.107 0.019 0.107 0.316
H -1.244 1.420 -0.382 0.064 -0.161 -0.024 0.282
H -0.999 -1.363 0.877 -0.018 0.142 0.057 0.243
H -1.776 0.051 1.620 0.128 0.033 -0.113 0.317
H 1.462 1.513 0.478 -0.077 -0.143 -0.016 0.313
H 2.086 -0.148 0.539 -0.133 0.057 -0.020 0.308
```
Forces are in eV/Å.

Properties
Orbital gap, eV: 10.76
SMILES string: O[C@H]1CCOC1
E_HOMO, hartree: -0.361



No. 6
2 unconnected molecules or ions with the total composition C4H8O2, computed with ωB97M-V/def2-TZVPD.

Geometry as XYZ:
```
14
Properties=species:S:1:pos:R:3:forces:R:3:mulliken_charge:R:1
O 2.047 0.969 -0.206 0.012 -0.001 0.165 -0.511
C 0.814 0.449 -0.211 -0.338 0.072 -0.889 0.223
C -0.406 1.000 -0.258 0.161 0.053 -0.676 -0.796
C -1.078 -0.357 -0.167 0.150 0.036 0.174 0.515
O -1.812 -0.785 -1.293 -0.380 -0.024 -0.067 -0.553
C 0.346 -0.976 -0.163 0.120 -0.110 -0.229 -0.824
H 2.694 0.314 0.087 -0.186 0.023 -0.126 0.354
H -0.759 2.021 -0.330 -0.038 -0.130 0.022 0.393
H -1.643 -0.568 0.758 0.193 0.173 -0.193 0.304
H -2.643 -0.294 -1.295 0.056 -0.108 -0.115 0.289
H 0.559 -1.454 -1.118 -0.098 -0.345 0.031 0.282
H 0.616 -1.634 0.676 0.032 0.356 -0.130 0.289
H 0.914 0.523 2.024 -0.479 0.314 0.599 0.075
H 0.337 0.814 1.605 0.794 -0.309 1.435 -0.042
```
Forces are in eV/Å.

Properties
Orbital gap, eV: 9.55
SMILES string: OC1=C[C@@H](O)C1.[H][H]
E_HOMO, hartree: -0.321



No. 7
C4H8O2 in the gas phase, computed with ωB97M-V/def2-TZVPD.

Geometry as XYZ:
```
14
Properties=species:S:1:pos:R:3:forces:R:3:mulliken_charge:R:1
C -1.444 -0.227 0.787 -0.287 -0.584 -1.054 -1.138
C -0.491 -0.734 -0.562 -1.070 0.356 1.174 0.160
O -0.147 0.341 -1.407 -0.263 0.154 0.173 -0.408
C 1.051 0.898 -0.844 0.059 0.108 0.072 -0.354
C 1.239 -0.029 0.362 0.076 0.205 0.187 -0.223
O 0.718 -1.256 -0.131 -0.163 -0.065 0.238 -0.436
H -1.729 -1.135 1.325 -0.237 -0.095 -0.408 0.330
H -2.294 0.240 0.305 -0.522 -0.290 -0.101 0.356
H -1.252 0.490 1.642 0.799 -0.518 -1.354 0.352
H -1.032 -1.484 -1.163 -0.078 0.400 0.531 0.372
H 1.858 0.875 -1.590 -0.206 -0.141 0.207 0.253
H 0.867 1.937 -0.548 0.070 -0.125 0.000 0.238
H 0.413 0.251 1.054 2.040 0.450 0.367 0.124
H 2.242 -0.164 0.769 -0.217 0.145 -0.032 0.374
```
Forces are in eV/Å.

Properties
Orbital gap, eV: 10.85
SMILES string: CC1OCCO1
E_HOMO, hartree: -0.361



No. 8
A molecular structure, C4H8O2, computed with ωB97M-V/def2-TZVPD.

Geometry as XYZ:
```
14
Properties=species:S:1:pos:R:3:forces:R:3:mulliken_charge:R:1
C -1.360 1.328 -0.141 0.028 0.048 -0.005 -1.136
C -0.559 0.122 -0.523 0.119 0.033 0.178 0.744
O -1.208 -1.007 -0.493 0.082 0.064 -0.091 -0.541
C 0.816 0.129 -0.717 -0.088 0.127 -0.260 -1.037
C 1.219 -0.954 0.920 0.016 -0.010 0.142 -0.083
O 0.588 -2.045 0.775 0.037 0.103 0.022 -0.647
H -1.701 1.220 0.896 0.046 0.006 -0.136 0.284
H -0.789 2.252 -0.248 -0.070 -0.148 0.015 0.322
H -2.255 1.379 -0.769 0.129 -0.025 0.072 0.332
H 1.244 -0.639 -1.354 -0.072 0.057 0.147 0.373
H 1.331 1.087 -0.723 -0.105 -0.142 0.050 0.353
H 0.915 -0.241 1.708 -0.004 -0.122 -0.128 0.262
H 2.303 -0.927 0.725 -0.172 0.008 -0.066 0.309
H -0.544 -1.704 -0.057 0.054 0.000 0.059 0.463
```
Forces are in eV/Å.

Properties
Orbital gap, eV: 9.72
E_HOMO, hartree: -0.335



No. 9
2 unconnected molecules or ions with the total composition C4H8O2, computed with ωB97M-V/def2-TZVPD.

Geometry as XYZ:
```
14
Properties=species:S:1:pos:R:3:forces:R:3:mulliken_charge:R:1
C -0.562 1.453 -0.728 0.273 0.667 -0.138 -0.914
C 2.491 -1.782 -1.340 0.269 -0.436 0.123 -0.188
C -0.582 0.289 -0.157 -2.366 -1.247 -1.037 0.541
C 0.282 -0.077 0.929 1.647 -2.196 2.730 -0.790
O 2.319 -0.500 -1.288 -1.980 0.520 -0.058 -0.297
O -1.425 -0.713 -0.690 0.289 0.965 0.518 -0.498
H -1.065 1.685 -1.603 -1.184 0.192 -1.570 0.301
H 0.014 2.226 -0.357 1.172 1.350 0.858 0.291
H 1.542 -2.289 -0.997 0.064 0.252 -0.155 0.126
H 0.863 0.774 1.388 -0.862 -0.840 -0.644 0.271
H 1.030 -0.766 0.481 -0.228 0.251 0.795 0.171
H -0.146 -0.753 1.762 0.165 1.366 -1.298 0.293
H 1.352 -0.218 -1.065 2.012 -0.188 -0.574 0.379
H -2.099 -0.231 -1.221 0.730 -0.656 0.452 0.316
```
Forces are in eV/Å.

Properties
Orbital gap, eV: 9.03
E_HOMO, hartree: -0.310



Number 7 is which compound? C4H8O2